(1)
A structure of composition C49H45MgN10O2S3Se, computed with the ωB97M-V functional and the def2-TZVPD basis.

Geometry as XYZ:
```
111
Properties=species:S:1:pos:R:3:mulliken_charge:R:1
Mg -2.280 0.438 0.502 2.10
N -0.426 1.421 0.376 -0.59
S 0.882 1.787 -0.035 0.52
N 2.181 0.667 0.086 0.10
S 2.709 -0.599 -0.590 1.49
N 1.877 -1.824 -0.943 -0.29
S 0.406 -2.162 -0.092 1.08
N -0.773 -1.381 -0.398 -0.44
C 0.414 -3.830 -0.757 0.05
C 1.516 -4.657 -0.544 -0.39
C 1.409 -6.003 -0.902 -0.86
C 0.250 -6.472 -1.548 -0.65
C -0.782 -5.570 -1.859 -0.84
C -0.719 -4.252 -1.390 -0.35
C 0.820 -2.211 1.659 0.61
C 1.376 -3.307 2.233 0.03
C 1.580 -3.393 3.628 -1.09
C 1.347 -2.274 4.392 -0.78
C 0.736 -1.170 3.804 -1.35
C 0.474 -1.106 2.446 0.78
C 3.543 -0.249 -2.098 0.17
C 4.329 0.920 -2.141 -0.23
C 4.863 1.335 -3.350 -0.60
C 4.710 0.508 -4.473 -0.46
C 4.093 -0.764 -4.394 -0.96
C 3.468 -1.135 -3.154 -0.04
C 4.024 -1.094 0.502 0.53
C 4.491 -2.384 0.296 -0.87
C 5.282 -2.967 1.333 -0.93
C 5.602 -2.241 2.471 -0.64
C 5.259 -0.892 2.528 -0.76
C 4.473 -0.309 1.542 -0.24
C 1.093 2.450 -1.749 0.31
C 0.690 1.506 -2.730 -0.33
C 0.919 1.746 -4.066 -0.85
C 1.423 2.972 -4.533 -0.84
C 1.711 3.904 -3.558 -0.67
C 1.579 3.653 -2.202 0.03
C 1.638 2.967 1.074 0.07
C 0.832 3.504 2.081 -0.25
C 1.414 4.408 3.003 -0.41
C 2.757 4.730 2.902 -0.94
C 3.538 4.127 1.886 -0.70
C 2.991 3.253 0.975 0.17
H 2.424 -4.332 -0.088 0.42
H 2.252 -6.677 -0.724 0.39
H 0.192 -7.518 -1.825 0.39
H -1.685 -5.869 -2.306 0.52
H -1.555 -3.514 -1.559 0.29
H 1.572 -4.239 1.724 0.38
H 1.863 -4.317 4.032 0.57
H 1.583 -2.169 5.477 0.33
H 0.421 -0.257 4.380 0.31
H 0.026 -0.161 2.071 0.19
H 4.362 1.590 -1.258 -0.07
H 5.352 2.329 -3.423 0.37
H 5.185 0.907 -5.350 0.42
H 3.990 -1.358 -5.286 0.41
H 2.937 -2.095 -3.038 0.44
H 4.244 -2.960 -0.552 0.60
H 5.673 -3.965 1.242 0.41
H 6.155 -2.705 3.277 0.43
H 5.664 -0.273 3.338 0.42
H 4.099 0.669 1.670 0.55
H 0.210 0.600 -2.439 0.56
H 0.558 1.034 -4.790 0.50
H 1.654 3.131 -5.591 0.43
H 2.105 4.855 -3.840 0.42
H 1.904 4.454 -1.501 0.39
H -0.236 3.225 2.186 -0.35
H 0.732 4.853 3.720 0.51
H 3.206 5.375 3.626 0.42
H 4.612 4.423 1.788 0.35
H 3.531 2.922 0.113 0.14
N -3.288 4.105 2.061 -0.67
N -4.016 3.142 2.815 -0.23
C -3.268 2.112 3.529 -0.35
N -4.137 1.684 4.603 -0.79
N -3.014 1.010 2.522 -0.12
N -2.715 -0.192 2.944 1.13
O -2.467 -0.990 1.924 -0.72
O -2.748 -0.636 4.099 -0.76
H -3.313 3.778 1.106 0.37
H -2.325 4.170 2.352 0.32
H -4.451 3.663 3.558 0.31
H -3.795 0.891 5.078 0.28
H -4.973 1.383 4.149 0.29
N -3.676 -1.855 -0.960 -0.40
C -4.998 -1.412 -0.623 0.43
C -5.774 -2.310 0.135 -0.99
C -6.924 -1.799 0.714 -0.35
C -7.398 -0.521 0.422 -1.01
C -6.761 0.169 -0.596 -0.46
C -5.484 -0.224 -1.061 0.71
C -4.665 0.674 -1.900 0.80
C -5.047 0.890 -3.234 -0.61
C -4.309 1.770 -4.021 -0.66
C -3.271 2.434 -3.472 -0.80
C -2.848 2.151 -2.154 -0.01
C -3.448 1.204 -1.316 -0.75
H -3.130 -1.066 -1.309 0.20
H -3.272 -2.346 -0.150 0.26
H -5.464 -3.294 0.355 0.47
H -7.485 -2.436 1.353 0.39
H -8.268 -0.129 0.873 0.50
H -7.134 1.116 -0.997 0.36
H -5.941 0.428 -3.641 0.42
H -4.590 1.957 -5.067 0.31
H -2.781 3.215 -4.002 0.50
H -1.995 2.770 -1.798 0.22
Se -1.580 2.481 4.419 -0.42
```

Its calculated total energy is -6387.9946 hartree. As for the net charge: -1. The value obtained for the frontier orbital gap is 4.40 eV. The calculation puts the relative energy (zero: lowest compared OMol25 entry of this formula, charge and spin) at 0.0 kcal/mol. For the HOMO energy, the calculation gives -3.1 eV.

=====

(2)
A structure of composition C21H14N2O9PW, computed with the ωB97M-V functional and the def2-TZVPD basis.

Geometry as XYZ:
```
48
Properties=species:S:1:pos:R:3:mulliken_charge:R:1
W 0.454 -0.539 -0.980 2.07
O -0.630 -2.144 -1.542 -0.39
C 0.205 -2.777 -0.784 0.61
O 1.410 -2.299 -0.902 -0.43
C -0.214 -3.343 0.494 -0.73
P 0.013 -1.668 1.440 0.41
C -0.658 -1.923 3.084 1.20
C -2.017 -2.200 3.269 -0.27
C -2.464 -2.420 4.557 -0.79
C -1.579 -2.335 5.634 -0.51
C -0.236 -2.047 5.436 -0.78
C 0.242 -1.834 4.152 -0.38
C -1.252 -0.552 0.626 0.48
C -2.506 -0.885 0.083 0.12
C -3.386 0.106 -0.319 -0.89
C -3.043 1.451 -0.181 -0.62
C -1.810 1.810 0.349 -0.86
C -0.891 0.835 0.718 -0.56
H 0.507 -4.043 0.917 0.52
H -1.223 -3.742 0.520 0.43
H -2.710 -2.265 2.439 0.31
H -3.506 -2.655 4.725 0.45
H -1.949 -2.496 6.639 0.44
H 0.443 -1.991 6.276 0.44
H 1.291 -1.621 3.990 0.41
H -2.807 -1.921 -0.001 0.50
H -4.352 -0.171 -0.723 0.51
H -3.753 2.218 -0.467 0.54
H -1.576 2.854 0.518 0.58
H -0.039 1.141 1.314 0.42
O 4.007 -0.403 -0.663 -0.25
C 3.218 0.325 -1.074 0.09
O 1.836 0.452 -0.368 -0.50
C 3.007 1.168 -2.302 0.58
C 3.582 2.370 -2.687 -0.39
C 2.849 3.194 -3.542 -0.41
C 1.526 2.982 -3.857 -0.47
C 0.992 1.766 -3.439 0.13
C 1.797 0.814 -2.874 0.25
O 1.314 -0.438 -2.642 -0.39
N -0.405 1.538 -3.190 1.02
O -0.707 0.796 -2.110 -0.68
O -1.289 2.076 -3.730 -0.37
N 3.469 4.471 -3.978 0.99
O 2.715 5.289 -4.441 -0.54
O 4.641 4.591 -3.728 -0.53
H 4.547 2.705 -2.322 0.62
H 0.938 3.760 -4.333 0.62
```

Its calculated total energy is -2002.3839 hartree. As for the net charge: +3. The value obtained for the frontier orbital gap is 5.13 eV. For the HOMO energy, the calculation gives -18.3 eV.

=====

(3)
A cluster of 2 separate species, C3H4N2S in total, computed with the ωB97M-V functional and the def2-TZVPD basis.

Geometry as XYZ:
```
10
Properties=species:S:1:pos:R:3:nbo_charge:R:1
C -0.512 -2.365 -4.072 0.06
C 1.369 -1.324 0.982 0.29
C 1.146 -0.026 0.442 -0.73
N 0.476 -2.546 -3.471 -0.43
N 1.682 -2.244 1.608 -0.32
S 1.681 -2.741 -2.620 0.13
H -1.123 -1.658 -4.559 0.24
H 0.293 0.443 0.938 0.25
H 1.989 0.583 0.511 0.26
H 1.147 -0.036 -0.618 0.26
```

As for the SMILES: C#[N+][S-].CC#N. Its calculated total energy is -624.3039 hartree. As for the net charge: 0. The value obtained for the frontier orbital gap is 9.01 eV. The calculation puts the relative energy (zero: lowest compared OMol25 entry of this formula, charge and spin) at 76.5 kcal/mol. For the HOMO energy, the calculation gives -8.9 eV.

=====

(4)
The molecule C3H9N3S, computed with the ωB97M-V functional and the def2-TZVPD basis.

Geometry as XYZ:
```
16
Properties=species:S:1:pos:R:3:nbo_charge:R:1
C -2.395 -0.321 -0.354 -0.62
C -1.088 -0.383 0.415 -0.24
C 1.061 0.716 -0.064 0.54
H -3.010 0.457 0.084 0.22
H -3.017 -1.438 -0.319 0.20
H -2.348 -0.119 -1.424 0.22
H -0.796 -1.497 0.726 0.19
H -1.278 0.159 1.440 0.19
H -0.726 1.170 -1.080 0.41
H 2.360 2.141 0.204 0.33
H 1.125 -1.329 0.144 0.41
H 3.891 -1.100 0.680 0.11
N -0.164 0.343 -0.514 -0.66
N 1.262 2.015 0.133 -0.72
N 1.754 -0.408 0.255 -0.78
S 3.368 -0.404 -0.324 0.20
```

As for the SMILES: [H]/N=C(\NS)NCC. Its calculated total energy is -682.0556 hartree. As for the net charge: 0. The value obtained for the frontier orbital gap is 9.44 eV. The calculation puts the relative energy (zero: lowest compared OMol25 entry of this formula, charge and spin) at 69.2 kcal/mol. For the HOMO energy, the calculation gives -8.8 eV.

=====

Which formula does entry 1 have?
C49H45MgN10O2S3Se